[1]
Below is 4 unconnected molecules or ions with the total composition C3H14NO4 in a non-equilibrium geometry, with properties calculated with the ωB97M-V functional and the def2-TZVPD basis.

Geometry as XYZ:
```
22
Properties=species:S:1:pos:R:3:forces:R:3:lowdin_charge:R:1
O -0.986471 -3.285057 0.244613 -1.56 0.10 -1.52 -0.06
O 2.957469 -1.987715 -2.461625 1.58 0.28 -1.12 -0.09
O 1.530437 -2.287322 -0.246970 0.01 4.06 0.93 -0.12
O -0.041335 -0.655304 0.723911 -0.02 0.56 1.06 -0.05
N -0.091288 2.609256 0.884399 -2.00 -0.54 -3.13 -0.12
C -1.545702 2.816721 0.964568 -0.32 3.27 -1.30 -0.15
C 0.176824 1.547068 -0.109795 2.35 0.91 2.59 -0.14
C -0.751468 0.281661 0.049291 1.80 -0.86 0.15 -0.25
H -2.080349 2.412274 0.018710 0.70 0.59 1.86 0.10
H 1.249422 1.235425 0.218594 -1.66 0.22 -1.57 0.16
H 0.746877 -2.783313 -0.245648 -1.46 -2.26 -0.38 -0.05
H 2.308749 -2.115147 -1.780842 -0.69 -0.21 1.11 -0.06
H -1.855300 2.361235 1.929210 -0.76 0.56 -0.82 0.09
H 0.095936 2.003852 -1.109373 0.16 -0.57 0.29 0.13
H 3.813739 -2.042190 -2.003042 -0.62 0.00 -0.27 0.04
H -1.680020 4.037833 0.904158 -0.28 -3.11 0.59 0.13
H -1.051823 -0.147000 -0.871835 -0.72 0.09 -1.27 0.11
H -0.715777 -2.499394 0.728994 -0.35 0.22 0.14 0.01
H -1.634311 -2.980961 -0.467177 1.35 -0.53 1.56 0.10
H -1.519330 0.455481 0.751373 -1.55 0.93 0.39 0.11
H 0.940446 -1.380456 0.075646 2.53 -2.80 -1.04 0.05
H 0.133282 2.403046 1.802837 1.50 -0.89 1.74 0.07
```
Forces are in eV/Å.

- Charge: 0
- 2S+1: 2
- HOMO energy (spin up / spin down): -10.09 / -9.86 eV
- LUMO energy (spin up / spin down): 0.34 / -3.50 eV
- Kohn-Sham gap (spin up / spin down): 10.42 / 6.36 eV
- Molecular weight: 128.148 g/mol
- Calculated total energy: -478.2387 Eh
- Energy relative to the best compared isomer or geometry (same formula, charge and spin): 2.232 eV



[2]
Below is 4 unconnected molecules or ions with the total composition C3H14NO4 in a non-equilibrium geometry, with properties calculated with the ωB97M-V functional and the def2-TZVPD basis.

Geometry as XYZ:
```
22
Properties=species:S:1:pos:R:3:forces:R:3:lowdin_charge:R:1
O -0.136045 -1.394494 3.043384 0.14 -0.29 1.38 -0.08
O 2.277606 2.169297 1.279398 -2.05 0.88 -1.62 -0.06
O -0.064368 2.400885 -0.923733 -0.34 -0.58 0.01 0.10
O 0.880416 -1.429303 -2.948909 0.33 -0.30 -1.89 -0.10
N 0.167665 0.103808 0.787311 0.44 1.24 -2.59 0.23
C -1.440200 -0.930846 -0.896531 -2.77 -1.08 2.47 -0.05
C -0.827060 1.484125 -1.087746 0.22 0.16 -0.34 -0.20
C -1.064871 0.364179 -0.104419 0.98 -2.03 -0.37 -0.26
H 0.831147 -0.551334 0.309420 -0.84 0.52 0.49 0.19
H -2.473347 -0.674469 -1.330379 1.49 -0.72 0.43 0.12
H -0.083551 -0.253435 1.690255 -0.15 -0.76 1.13 0.07
H 3.068159 2.566183 1.599326 1.11 0.34 0.56 0.04
H 1.461920 -2.198324 -3.160169 -0.60 0.83 0.28 0.07
H -1.624477 -1.766103 -0.079172 0.07 1.62 -1.54 0.12
H -0.756250 -1.287080 3.822824 1.41 -0.41 -1.15 0.11
H -0.824764 -1.442966 -1.627441 0.58 0.93 -0.18 0.04
H 0.708068 0.982761 0.898142 -0.03 -0.18 0.20 0.11
H 0.647165 -1.079745 -3.858513 0.40 -0.53 1.56 0.08
H 1.866693 2.894105 0.717925 0.70 -1.25 0.89 0.08
H -1.918478 0.566464 0.546843 0.23 0.25 0.02 0.16
H 0.721776 -1.809302 3.343141 -1.62 0.66 -0.07 0.10
H -1.417199 1.285593 -2.020964 0.29 0.69 0.32 0.15
```
Forces are in eV/Å.

- Charge: +1
- HOMO energy: -14.27 eV
- LUMO energy: -3.14 eV
- Kohn-Sham gap: 11.13 eV
- Molecular weight: 128.148 g/mol
- Calculated total energy: -478.1670 Eh
- Energy relative to the best compared isomer or geometry (same formula, charge and spin): 1.044 eV



[3]
Below is 4 unconnected molecules or ions with the total composition C3H14NO4 in a non-equilibrium geometry, with properties calculated with the ωB97M-V functional and the def2-TZVPD basis.

Geometry as XYZ:
```
22
Properties=species:S:1:pos:R:3:forces:R:3:lowdin_charge:R:1
O 2.096814 1.580015 1.745721 1.26 3.48 0.15 -0.09
O 1.073702 -0.692044 -3.814927 -0.37 0.51 0.27 -0.08
O 0.985414 -1.587713 2.579222 0.15 -1.16 -1.63 -0.02
O -1.993931 2.430787 0.229489 1.20 2.71 1.38 0.14
N 0.005651 0.265407 0.668698 -2.93 5.74 -3.96 0.22
C -1.492982 0.160455 0.104000 2.38 -5.12 0.47 -0.19
C -2.184563 1.400805 -0.292790 -0.27 -0.85 0.31 -0.24
C -1.293172 -0.872349 -1.048959 1.65 0.80 -0.52 -0.05
H -2.073148 -0.465361 0.855187 0.50 1.40 -0.43 0.18
H 1.722233 -2.214478 2.670234 -0.36 0.30 0.03 0.09
H -0.826564 -0.481647 -1.953064 0.05 0.80 -0.02 0.07
H 2.511667 2.541180 1.844397 -1.37 -2.89 -0.59 0.14
H 0.333857 -0.484486 1.147436 1.04 -3.41 2.25 0.03
H -2.202764 -1.218076 -1.382762 -2.29 -0.82 -0.58 0.06
H 1.024866 -1.001488 3.300861 0.16 0.89 1.66 0.03
H 1.533876 -1.541525 -3.752043 0.16 0.65 -0.74 0.04
H -0.660092 -1.766180 -0.926012 -0.32 0.35 1.13 0.10
H 2.365465 1.203939 2.578824 0.22 -0.46 0.52 0.03
H 0.149086 1.155201 1.211883 0.13 -0.97 -0.43 0.15
H 1.350562 -0.119427 -4.559533 0.17 -1.15 0.58 0.06
H -2.990076 1.341778 -0.983931 -0.84 -0.77 -1.21 0.14
H 0.564097 0.365207 -0.221940 -0.32 -0.01 1.35 0.18
```
Forces are in eV/Å.

- Charge: +1
- HOMO energy: -14.21 eV
- LUMO energy: -3.16 eV
- Kohn-Sham gap: 11.05 eV
- Molecular weight: 128.148 g/mol
- Calculated total energy: -478.1351 Eh
- Energy relative to the best compared isomer or geometry (same formula, charge and spin): 1.911 eV



[4]
Below is 2 unconnected molecules or ions with the total composition C3H14NP4 in a non-equilibrium geometry, with properties calculated with the ωB97M-V functional and the def2-TZVPD basis.

Geometry as XYZ:
```
22
Properties=species:S:1:pos:R:3:forces:R:3:lowdin_charge:R:1
P 2.012996 -0.985181 1.338121 -1.43 -1.53 -0.64 0.71
P 1.965456 0.843102 -0.945621 -2.71 0.04 1.41 0.70
P -0.491573 2.160380 0.467758 0.08 -0.17 -1.05 0.88
P 0.348664 -1.660238 -1.559470 1.69 0.86 -0.36 0.73
N -1.860888 0.400291 -1.095556 0.06 -0.99 1.92 0.11
C -1.818848 -0.381052 1.202472 -2.43 0.43 -1.39 -0.06
C -1.460770 0.609654 0.153030 -0.38 0.07 -2.30 -0.56
C 1.077772 -0.537740 -0.269623 1.35 0.60 -0.25 -1.17
H -0.056526 1.786878 1.712312 -0.01 -0.07 0.98 -0.07
H -2.490950 -1.262881 0.885246 0.92 1.65 0.32 0.14
H 0.843630 -1.023507 2.176773 0.41 0.19 -0.05 -0.14
H -1.725153 0.975297 -1.892948 0.49 0.95 -0.34 0.11
H 1.173584 1.736888 -1.701309 -0.43 -0.27 0.32 -0.06
H -0.901898 -0.748385 1.497898 1.87 -0.93 1.38 -0.01
H -1.509545 3.040135 0.787018 -0.71 0.15 0.50 -0.09
H 2.307559 1.600319 0.171973 0.42 0.17 -0.24 -0.04
H -2.006670 -0.572245 -1.351349 -0.63 0.03 -0.02 0.06
H 0.403302 -2.783136 -0.806203 -0.28 -1.21 0.86 -0.14
H 2.918955 1.058547 -1.849374 2.26 -0.79 -1.03 -0.07
H -2.276616 0.279228 1.955757 0.02 -0.83 0.26 0.11
H 1.945909 -2.481111 1.313843 0.29 1.43 -0.28 -0.08
H 1.601609 -2.055243 -2.190749 -0.85 0.22 -0.02 -0.07
```
Forces are in eV/Å.

- Charge: +1
- HOMO energy: -11.66 eV
- LUMO energy: -4.14 eV
- Kohn-Sham gap: 7.52 eV
- Molecular weight: 188.048 g/mol
- Calculated total energy: -1542.4374 Eh
- Energy relative to the best compared isomer or geometry (same formula, charge and spin): 0.483 eV